210
Properties=species:S:1:pos:R:3:forces:R:3 method="wB97M-V/def2-TZVPD" e_above_lowest_ev=5.487 orbital_gap_ev=7.5829 multiplicity=1 lumo_energy_ha=0.00224
C 5.19247 7.24023 2.41883 -0.6 -1.0 0.4
C -4.11319 3.15727 -3.95089 -0.6 -1.6 -1.0
O 4.43838 6.20500 1.84434 0.9 1.2 -0.9
C 0.16045 3.99679 -4.90232 0.9 -1.6 1.5
O -2.22917 7.39102 5.16360 -1.9 1.7 1.4
H -1.61944 5.72500 3.19444 -0.5 0.5 0.3
H -0.14647 8.09637 6.58909 0.2 0.2 -0.1
O -0.41963 -5.16260 -0.47391 0.6 -1.1 1.2
H -0.92067 5.21782 -6.15423 -0.8 -0.1 -0.2
H 3.65132 -2.48879 2.16580 0.2 0.0 -0.4
H 2.73961 0.03660 -2.42372 -0.1 0.1 -0.5
H 0.22479 4.99309 -0.40069 0.1 -0.3 -0.5
H 2.90597 -4.35178 -5.94450 -0.1 0.0 -0.2
C 2.72055 -7.09822 5.49437 -0.5 -2.6 1.7
H -2.52326 -4.88437 -2.06812 0.2 0.2 0.5
C -5.26402 -3.48601 -2.76111 -1.1 0.1 -0.2
H -4.39176 1.64565 -0.44289 -0.3 -0.3 0.0
H -0.83586 9.74808 -0.93638 -1.0 0.0 -0.4
H -2.63848 -6.96134 4.44445 0.0 0.0 -0.2
H -2.20453 -1.03634 -2.27297 0.0 0.3 -0.4
C 6.89817 8.95189 2.07301 -1.1 0.5 0.6
C 1.32508 -7.44483 3.06514 0.5 -0.7 0.9
H 1.29797 -3.93221 -3.18490 0.3 -0.2 -0.1
C -0.06941 -7.61252 -3.14119 1.4 -0.8 1.4
H 4.53908 -0.33939 3.72013 0.0 0.3 -0.5
H -1.51955 -2.16865 3.49250 0.2 0.1 -0.3
C 1.33489 -8.45259 4.02704 0.9 0.8 1.5
H 4.13234 -0.75413 -0.60345 0.0 0.3 -0.1
H -2.13422 -3.26251 6.75582 0.0 0.1 0.0
H -4.49518 -4.09443 0.46600 0.1 0.3 0.1
C -4.17678 -0.02755 4.47062 1.9 1.0 0.5
H 3.24352 5.46929 5.12069 -0.5 0.1 0.2
H -2.76073 4.01505 -7.67817 0.9 0.4 0.9
H 0.14450 -9.76909 4.60620 -0.1 -0.3 0.0
H -0.72962 -4.30632 -0.77771 -0.3 0.8 0.4
H 8.35897 10.49706 3.83546 0.0 -0.4 -0.4
H -0.52470 -4.46219 -4.82886 0.4 0.0 0.2
H 0.54277 4.91789 2.80886 0.3 -0.2 0.0
H -0.23901 -0.91496 4.97025 0.0 0.1 0.3
C -1.49547 -0.65314 -1.55409 1.5 0.2 0.8
H 0.07619 -1.95685 1.14544 0.0 0.3 0.6
H 0.64013 -8.38025 -3.41235 0.0 -0.2 -0.5
O -1.42246 -8.08450 -5.05696 -0.6 1.0 0.3
C -4.91364 1.99665 -3.83559 1.3 0.9 1.6
H 2.21372 7.20816 5.98936 0.1 0.3 0.0
H -3.09094 8.76832 -0.86382 0.3 0.1 -0.1
C 1.29964 -4.03250 -7.73472 -0.8 0.1 1.5
C -2.41366 -5.92432 4.24336 0.8 2.0 1.1
H 0.58918 4.86863 -4.43064 0.2 -0.2 0.4
C -2.03433 -6.33947 -3.52561 0.5 0.2 0.4
O 0.30150 2.31597 -0.41658 -0.6 0.6 -1.5
H -2.87138 0.28224 0.85420 0.0 0.0 -0.1
H -5.92227 -5.00154 -4.09868 0.0 0.0 -0.2
C -3.23992 0.21819 1.86735 -0.3 -0.5 -0.9
C -2.46269 0.58835 2.89821 1.7 1.0 2.7
C 0.18765 0.17395 0.50749 -0.5 -2.2 0.2
H 3.31680 -4.29016 4.05519 -0.2 0.0 -0.7
C 0.76907 -0.74007 4.62443 0.9 -1.3 -0.7
C 1.96795 -1.87164 -2.99380 1.0 -0.8 -0.1
H 0.79902 0.48560 1.34146 0.2 0.2 0.0
H 2.52722 -4.64407 -1.20910 0.3 0.0 0.6
H -1.46349 -5.93178 1.24398 0.2 0.0 -0.5
C 2.01321 -8.29990 5.25926 0.1 1.1 -1.9
C 6.83820 9.26859 3.42702 -1.5 -1.4 0.4
O 0.68395 -9.61653 3.82689 -1.0 -1.0 -0.6
C -1.81416 -5.67008 -2.28311 -0.4 -1.3 -1.9
H -1.10655 0.95065 -6.94718 -0.6 -0.1 0.2
H -4.83909 -2.18824 -1.16717 0.3 0.2 0.2
C -1.17751 -7.33072 -3.90729 0.7 -1.5 -0.6
C -3.68516 3.28310 -1.57760 0.1 -1.3 0.3
O 2.07610 -4.15832 -5.50236 -0.6 -0.7 0.6
C 0.92635 7.02997 -0.50179 -1.9 -0.4 -2.5
O -2.18361 -3.49039 -8.86797 1.2 0.4 -0.7
H -5.84054 -1.61744 -3.23204 0.4 0.1 0.8
C -0.78523 4.19278 -5.84222 -0.1 -1.8 -1.8
O -5.75447 0.37803 -2.40534 -0.7 -1.9 -0.3
O -2.63644 4.79856 -3.18068 -1.5 -0.9 -0.6
O -2.87364 7.98055 -1.36761 -1.9 -0.4 -0.6
O -2.27484 3.20857 -7.49081 -0.4 -1.6 -1.1
C 2.65691 0.70539 4.13612 -0.3 0.9 1.1
C -4.49298 -0.26237 2.12546 -0.5 0.3 -1.5
O 7.41757 10.36016 3.96438 0.4 1.1 0.9
C 0.62195 8.36139 -0.75279 1.4 -1.3 1.0
O 0.57427 1.59019 4.90156 1.2 1.8 0.0
C -3.51817 3.74260 -2.85444 1.9 1.9 -1.1
C 2.78337 -1.03190 -2.27273 0.1 1.3 0.4
H -2.43225 -2.65852 -0.74400 -0.6 -0.9 -0.2
O 1.40096 2.33519 -3.57297 2.1 0.8 1.3
C -1.28643 3.02743 -6.56117 -1.0 3.5 0.8
H 4.83751 2.42153 -2.62919 0.5 -0.6 -0.1
C 1.99042 -3.25257 -2.71053 0.4 1.3 2.9
C 0.24169 -3.79502 -8.54277 -1.7 -0.5 -2.4
C 2.67445 -3.60755 -1.47432 -1.1 -0.6 -3.3
C -5.53911 -4.82079 -3.10524 -0.8 1.3 -1.5
H 1.38296 9.10347 -0.56156 0.0 0.2 0.1
H 2.32340 4.79796 0.47338 0.2 0.6 -0.4
O -2.05286 0.97285 5.27250 -0.3 0.1 -0.9
C 1.55680 -1.81868 4.19360 0.2 1.3 0.0
H -6.17930 0.27396 -1.55077 0.4 0.4 0.2
C -0.26911 -4.28820 -5.86366 0.1 0.2 0.7
C -0.98639 -1.56060 -0.61369 -1.3 0.7 -0.1
C 5.57718 1.68834 -0.67075 -1.1 -1.1 0.6
O 2.05502 6.66694 0.03180 2.9 -2.2 2.1
O -5.31136 -0.52094 1.03432 -0.2 -0.3 -0.3
H -5.82253 -6.83501 -2.47385 -0.2 0.0 -0.1
H -2.86356 6.67340 5.09901 0.3 -0.1 -0.2
C -1.06880 -3.83129 -8.09311 -1.1 0.6 1.3
H -0.38179 1.51107 4.93767 -0.2 -0.9 0.0
H 0.87128 2.49576 0.33484 0.3 -0.1 0.2
C 0.10043 1.58564 -5.28644 -1.5 0.1 0.1
H -3.12966 3.67706 -0.73938 -0.1 0.3 0.1
C 4.17844 2.44854 1.20065 -0.6 0.0 -0.8
O 6.60800 0.89111 -1.18882 -0.8 1.1 0.2
C 2.75581 -6.15470 4.53973 -0.3 2.8 -1.5
H -1.46584 0.92613 2.65615 0.2 0.2 0.2
H 2.28881 -3.94497 -8.15931 0.2 -0.1 0.4
H -2.28727 -3.92993 -6.37765 -0.2 0.0 0.1
H 1.05530 1.99838 -2.74311 -0.6 0.1 -0.1
O -1.99744 -2.78610 5.93367 0.4 3.5 2.1
C 3.46025 -0.35621 3.76763 -0.8 0.8 0.2
H -4.19944 -7.03567 0.32557 0.6 0.8 -0.4
C -1.56904 -4.18290 2.61339 -1.7 -0.3 2.5
H -0.75983 -8.76056 -5.21649 0.2 0.1 0.3
C 0.99274 -4.23347 -6.36484 3.6 0.6 -0.8
H -5.96255 0.18277 0.98581 -0.2 0.0 0.1
H 2.03096 -9.17016 5.89859 0.1 0.2 0.4
C 2.07513 -6.32196 3.35253 -0.7 -0.4 -1.4
H 4.70007 -3.81791 0.16056 0.1 -0.2 0.3
H -1.95985 5.01202 -2.53395 -0.2 -0.5 0.1
H 0.35469 0.58895 -4.95725 0.4 0.0 -0.2
H -2.06002 5.65759 -1.11351 0.1 -0.1 -0.1
C -0.27275 -1.17077 0.49221 1.4 1.1 -1.1
C -1.01598 0.66383 -1.53169 -0.6 -1.1 -0.7
H 3.86697 2.53111 2.23146 0.4 -0.2 0.2
H 0.34874 -1.77288 -3.68268 -0.9 0.2 -0.9
H 3.08127 1.68082 4.32283 0.0 0.2 -0.2
H 7.42196 9.60776 1.39339 0.4 -0.2 0.0
H -1.31918 1.29186 -2.35634 0.0 0.5 0.2
H -2.31740 0.64582 6.13545 -0.3 -0.2 0.0
O 3.31845 -4.92666 4.77384 0.7 -0.6 1.4
H 2.92765 7.03281 -0.13021 -0.3 0.7 -0.3
C 0.52791 2.65303 -4.54482 -0.8 0.6 -0.8
C -0.88211 1.75809 -6.26595 1.0 0.1 -0.7
C -4.36477 2.07681 -1.43272 0.0 0.1 -0.7
H 2.96016 3.55148 -1.74158 -0.1 -0.2 -0.4
C 4.69982 2.32279 -1.56256 1.2 -0.2 -0.4
C -1.26700 -3.97906 -6.72841 -1.8 -0.6 -1.2
C 1.34812 7.00558 5.37609 -0.8 -1.3 0.7
C -1.21703 6.32144 -1.23626 -1.7 0.6 0.8
H -2.71732 -6.11979 -4.33287 -0.8 0.6 0.6
H 3.20168 -6.99535 6.45579 0.2 0.3 0.0
C 1.46076 5.94959 4.45048 0.6 2.3 0.9
C -4.77799 -4.26782 -0.56179 -0.1 -1.2 0.2
C -1.70080 -3.22535 3.62265 0.2 -0.1 0.3
H -2.92614 -4.09887 -8.86827 0.4 -0.4 0.5
C 5.24169 1.67500 0.72033 1.0 0.7 -1.9
O 1.14981 -1.32272 -3.96061 0.0 -0.7 0.7
H 6.00668 1.17865 1.29897 -0.4 -0.1 0.8
C 2.81179 -1.54485 3.62218 -1.4 -0.7 1.1
C -2.88988 0.55413 4.25550 -1.4 -1.5 -0.9
C -4.86295 -3.21528 -1.50036 0.1 -0.6 2.1
C 6.00916 8.00374 1.57553 0.2 -1.3 0.3
C -0.97233 7.03380 4.90545 0.4 -1.6 -0.5
C 1.31696 0.52744 4.52475 -0.4 -0.3 -0.2
H 4.55849 6.96404 4.51129 -0.1 -0.1 -0.4
C -0.66250 8.68443 -1.00708 -0.7 -0.3 -1.1
C -0.84595 6.10690 3.84425 1.4 1.1 1.1
C 5.95130 8.53949 4.29226 1.2 0.5 -1.3
H 3.99759 5.56784 2.41120 0.0 0.4 0.9
C -2.01425 -5.49201 2.96440 0.7 1.5 0.4
C -0.14540 1.03759 -0.52286 0.2 0.4 1.6
C 0.22137 -7.00873 -1.92687 -2.3 1.7 0.1
H -3.80467 3.46771 -4.93823 -0.2 0.5 0.0
C -0.73420 -6.02488 -1.47067 0.9 -0.1 -2.1
O 2.72633 5.46162 4.31195 0.6 -1.3 -1.4
C 3.61190 2.98078 -1.09664 -1.1 1.5 1.7
O -1.49438 -2.85077 -0.67304 -0.1 0.5 0.1
H -5.97125 -0.67010 3.58097 -0.1 -0.4 -0.1
C -2.01525 -3.61349 4.92795 -0.6 -4.1 -1.1
H 1.13387 -7.16422 -1.37048 0.0 -0.2 0.0
C 0.09648 7.48064 5.73571 -1.3 -0.8 -2.0
H 1.30325 -2.84756 4.40222 -0.4 -0.1 -0.5
C -5.11467 -5.59926 -0.89013 1.1 0.5 0.4
O 3.46033 -2.58168 3.10201 1.3 -2.5 -0.3
O 4.11432 -3.08460 0.36244 0.5 -0.2 0.0
C 5.16159 7.50752 3.79904 0.6 0.7 -0.3
O 2.29480 3.86843 0.71161 -0.4 -0.8 0.9
C -1.57618 7.65303 -1.29793 0.8 2.1 1.1
H -2.33075 -5.11276 6.37343 -0.5 -0.7 0.0
C -2.33998 -4.95071 5.30570 0.8 0.2 -3.5
H 6.08144 7.70381 0.54053 -0.2 0.1 -0.2
C 3.55029 -1.44027 -1.20081 0.2 1.6 -0.7
C -4.93577 1.44591 -2.55860 -0.7 1.5 1.2
O -1.94161 -6.35511 1.96077 -0.4 -2.2 -1.1
H 0.76645 -7.57497 2.15005 0.0 0.1 0.0
H -4.60157 -0.18843 5.45045 0.2 0.2 0.3
O -5.03453 -6.67554 0.01809 -1.5 0.8 -0.6
H -5.49299 1.46673 -4.57717 0.3 0.3 -0.5
C 0.01418 5.96982 -0.81063 2.1 1.5 1.5
C 3.51786 -2.72204 -0.83602 -1.1 -2.1 1.0
O -5.62874 -2.48178 -3.59211 0.1 -0.7 -1.9
H 2.08414 -5.57638 2.57123 0.2 0.5 0.2
H 5.93648 8.81467 5.33651 0.0 0.0 0.1
C 0.41049 5.61968 3.61903 1.0 -1.2 -0.4
C -5.57397 -5.82066 -2.19871 1.1 -1.2 1.4
H 6.82615 0.20283 -0.55614 0.0 0.0 0.2
H -1.30059 -3.95501 1.59241 0.1 0.1 0.0
C 3.35959 3.11704 0.27902 1.0 -0.5 -0.5
H 0.34075 -3.69466 -9.61353 0.4 0.3 -0.2
C -4.94601 -0.38744 3.39288 -1.0 -0.1 0.8